Record 1
Computed, not measured: a molecular structure, C48H52BN5O6STi in a non-equilibrium geometry, with the ωB97M-V functional and the def2-TZVPD basis.

highest occupied orbital energy: -7.796 eV
orbital gap: 7.354 eV
energy above the lowest of the compared OMol25 structures with the same formula, charge and spin: 0.493 eV

Structure (ORCA input):
```
! RIJCOSX wB97M-V def2-TZVPD def2/J DEFGRID3
* xyz 0 1
Ti -1.399 -0.271 0.068
C -3.850 -3.364 1.530
O -3.660 -3.173 2.924
C -3.057 -2.069 3.430
C -2.964 -2.035 4.810
C -2.400 -0.957 5.492
C -1.935 0.126 4.788
C -1.976 0.107 3.386
C -1.775 1.327 2.646
N -1.668 1.330 1.363
N -2.026 2.512 0.712
C -2.433 2.200 -0.474
O -2.390 0.945 -0.921
C -3.066 3.200 -1.357
C -2.707 4.542 -1.292
C -3.333 5.463 -2.115
C -4.321 5.050 -2.997
C -4.680 3.712 -3.062
C -4.049 2.784 -2.250
C -2.498 -1.005 2.688
O -2.512 -1.005 1.362
H -4.406 -4.297 1.450
H -2.894 -3.462 1.014
H -4.428 -2.552 1.084
H -3.354 -2.886 5.350
H -2.355 -0.974 6.571
H -1.533 0.995 5.288
H -1.882 2.284 3.155
H -1.940 4.849 -0.604
H -3.046 6.503 -2.071
H -4.811 5.772 -3.636
H -5.447 3.388 -3.752
H -4.306 1.736 -2.306
O -2.470 -2.353 -2.225
C -1.638 -2.836 -1.490
N -0.834 -2.076 -0.650
S 0.026 -3.013 0.410
O 1.435 -2.785 0.303
O -0.541 -2.910 1.726
C -0.438 -4.542 -0.329
C -0.016 -5.816 -0.007
C -0.542 -6.862 -0.755
C -1.454 -6.625 -1.781
C -1.866 -5.335 -2.087
C -1.339 -4.294 -1.342
H 0.695 -5.989 0.788
H -0.237 -7.876 -0.538
H -1.844 -7.459 -2.347
H -2.570 -5.130 -2.880
C 2.760 -3.800 -1.903
C 2.995 -2.291 -2.027
C 4.421 -2.053 -2.537
C 1.987 -1.627 -2.947
C 1.813 -2.201 -4.199
C 1.021 -1.604 -5.163
C 0.437 -0.389 -4.878
C 0.573 0.231 -3.633
C -0.053 1.627 -3.591
C -1.577 1.531 -3.707
C 0.372 2.597 -2.495
C 1.299 -0.438 -2.639
N 1.518 0.175 -1.360
B 0.733 0.347 -0.141
N 1.649 1.077 0.728
C 2.867 1.228 0.071
C 2.780 0.710 -1.160
C 1.599 1.640 2.046
C 1.903 0.840 3.156
C 1.888 1.428 4.418
C 1.593 2.766 4.579
C 1.340 3.551 3.468
C 1.353 3.014 2.186
C 1.186 3.931 0.991
C 0.233 5.095 1.249
C 2.544 4.508 0.573
C 2.347 -0.603 3.026
C 3.877 -0.671 3.051
C 1.766 -1.505 4.113
H 3.288 -4.188 -1.033
H 3.134 -4.330 -2.781
H 1.704 -4.039 -1.790
H 2.912 -1.848 -1.035
H 4.559 -2.505 -3.521
H 5.143 -2.504 -1.855
H 4.660 -0.995 -2.625
H 2.331 -3.120 -4.431
H 0.902 -2.056 -6.138
H -0.124 0.125 -5.648
H 0.294 2.083 -4.527
H -2.000 0.863 -2.951
H -1.866 1.139 -4.682
H -2.033 2.515 -3.590
H -0.014 2.325 -1.510
H -0.015 3.588 -2.740
H 1.456 2.666 -2.415
H 3.708 1.705 0.543
H 3.513 0.717 -1.946
H 2.113 0.822 5.285
H 1.575 3.205 5.568
H 1.139 4.604 3.603
H 0.793 3.334 0.164
H 0.633 5.781 1.996
H -0.747 4.754 1.575
H 0.117 5.673 0.331
H 2.954 5.114 1.383
H 2.428 5.146 -0.303
H 3.269 3.733 0.331
H 2.017 -0.980 2.056
H 4.261 -0.309 4.007
H 4.317 -0.064 2.260
H 4.212 -1.699 2.915
H 2.181 -1.268 5.095
H 2.012 -2.543 3.895
H 0.685 -1.427 4.167
*
```

---

Record 2
Computed, not measured: 14 unconnected molecules or ions with the total composition C48H52F5N9 in a non-equilibrium geometry, with the ωB97M-V functional and the def2-TZVPD basis.

highest occupied orbital energy: -9.446 eV
orbital gap: 9.427 eV
energy above the lowest of the compared OMol25 structures with the same formula, charge and spin: 0.000 eV

Structure (ORCA input):
```
! RIJCOSX wB97M-V def2-TZVPD def2/J DEFGRID3
* xyz 0 1
F -1.691 -3.369 0.644
C -0.861 -4.374 0.993
C -0.303 -5.158 -0.005
C 0.647 -6.119 0.339
C 1.012 -6.275 1.664
C 0.439 -5.474 2.643
C -0.544 -4.555 2.331
H -0.507 -4.914 -1.039
H 1.180 -6.633 -0.451
H 1.837 -6.916 1.946
H 0.802 -5.601 3.655
H -1.003 -3.902 3.062
F 4.202 4.407 -0.792
C 3.737 3.779 0.300
C 2.489 3.148 0.274
C 2.011 2.654 1.478
C 2.785 2.579 2.617
C 4.040 3.190 2.639
C 4.496 3.786 1.459
H 1.922 3.213 -0.646
H 1.005 2.245 1.451
H 2.460 2.143 3.553
H 4.664 3.217 3.519
H 5.415 4.359 1.514
F -0.066 -3.142 -2.546
C -0.148 -1.949 -1.907
C 0.958 -1.191 -1.620
C 0.765 0.136 -1.213
C -0.512 0.644 -1.036
C -1.630 -0.167 -1.285
C -1.422 -1.462 -1.706
H 1.960 -1.500 -1.888
H 1.662 0.732 -1.105
H -0.630 1.630 -0.607
H -2.641 0.091 -0.998
H -2.228 -2.157 -1.911
F -3.616 0.456 1.501
C -2.977 1.163 2.463
C -2.200 2.230 2.074
C -1.585 3.036 3.009
C -1.782 2.681 4.336
C -2.577 1.607 4.745
C -3.208 0.826 3.772
H -2.081 2.393 1.008
H -1.030 3.915 2.718
H -1.233 3.185 5.124
H -2.688 1.495 5.813
H -3.747 -0.084 3.998
F -3.274 2.234 -8.053
C -2.710 1.460 -7.119
C -2.499 2.004 -5.867
C -1.906 1.256 -4.863
C -1.410 -0.002 -5.193
C -1.504 -0.525 -6.480
C -2.160 0.247 -7.457
H -2.629 3.068 -5.704
H -1.876 1.585 -3.834
H -0.985 -0.651 -4.434
H -1.194 -1.525 -6.743
H -2.262 -0.250 -8.413
C 1.653 -1.706 1.288
C 1.755 -2.021 2.735
N 1.882 -2.279 3.848
H 0.601 -1.723 1.022
H 2.292 -2.420 0.777
H 2.045 -0.695 1.194
C 4.461 -3.281 -1.874
C 5.158 -3.483 -3.152
N 5.707 -3.657 -4.142
H 5.053 -3.714 -1.072
H 3.474 -3.742 -1.854
H 4.357 -2.198 -1.784
C -2.049 5.476 -2.969
C -1.062 4.427 -2.818
N -0.282 3.600 -2.685
H -2.253 5.629 -4.035
H -1.794 6.447 -2.558
H -3.019 5.106 -2.630
C -4.155 -5.080 -1.439
C -4.126 -5.262 -2.875
N -4.013 -5.392 -4.009
H -4.961 -4.392 -1.185
H -3.253 -4.705 -0.955
H -4.311 -6.054 -0.971
C -4.042 -1.726 -4.915
C -5.381 -2.164 -4.528
N -6.437 -2.531 -4.265
H -3.932 -0.670 -5.151
H -3.736 -2.272 -5.805
H -3.327 -1.903 -4.113
C 1.634 -4.118 -5.635
C 1.749 -2.737 -5.144
N 1.803 -1.665 -4.736
H 1.717 -4.058 -6.720
H 0.669 -4.511 -5.325
H 2.440 -4.733 -5.245
C 2.515 1.992 -3.693
C 3.575 1.172 -3.101
N 4.358 0.513 -2.586
H 1.594 1.407 -3.658
H 2.724 2.364 -4.690
H 2.316 2.836 -3.032
C -5.342 2.091 -1.514
C -6.708 1.575 -1.654
N -7.778 1.157 -1.669
H -4.694 1.714 -2.304
H -4.896 1.719 -0.590
H -5.338 3.178 -1.483
C -5.795 -2.248 0.675
C -5.330 -1.657 -0.586
N -4.965 -1.177 -1.560
H -4.894 -2.575 1.204
H -6.445 -3.105 0.547
H -6.185 -1.441 1.293
*
```